Computed, not measured: C4H11NS in the gas phase, with wB97M-V/def2-TZVPD.

Summary:
* structure (SMILES): CN[C@H](C)CS
* highest occupied orbital energy: -7.982 eV
* energy relative to the best compared isomer or geometry (same formula, charge and spin): 128.5 kJ/mol
* orbital gap: 8.95 eV
* E: -16650.46198 eV
* lowest unoccupied orbital energy: 0.97 eV

Cartesian coordinates (Å):
C (1.4495, 0.3694, 1.7905)
N (0.9821, -0.2870, 0.6039)
C (-0.3678, -0.0999, 0.0417)
C (-0.8324, -1.4057, -0.5077)
C (-0.2627, 1.0356, -1.0886)
S (-1.9955, 1.6723, -1.1927)
H (1.5517, 1.4848, 1.6092)
H (0.7370, 0.1938, 2.5965)
H (2.4807, 0.1703, 2.0163)
H (1.4746, -0.8866, -0.0360)
H (-0.9877, 0.2225, 0.8599)
H (-1.8848, -1.4631, -0.8913)
H (-0.1176, -1.8169, -1.2468)
H (-0.7355, -2.1666, 0.2597)
H (0.5240, 1.7409, -0.8215)
H (0.2050, 0.5342, -1.9421)
H (-2.2207, 0.7019, -2.0508)

Computed, not measured: a molecular structure, C4H9NOS, with wB97M-V/def2-TZVPD.

Summary:
* highest occupied orbital energy: -9.012 eV
* energy relative to the best compared isomer or geometry (same formula, charge and spin): 412.6 kJ/mol
* orbital gap: 9.86 eV
* E: -18663.25063 eV
* lowest unoccupied orbital energy: 0.85 eV

Cartesian coordinates (Å):
C (0.8403, -0.5753, -0.8043)
C (-0.4302, -1.4294, -0.7624)
C (0.5605, 0.2133, 0.3411)
C (1.3067, 1.4435, 0.7638)
N (-2.4261, -0.3104, 0.9052)
O (-1.8097, 0.9289, -1.2391)
S (-1.3713, 0.0950, -0.1650)
H (1.8455, -1.0313, -0.7974)
H (0.7036, 0.0471, -1.6596)
H (-0.6037, -2.0736, -1.6955)
H (-0.5399, -2.0817, 0.0455)
H (0.4395, -0.4712, 1.2312)
H (0.7587, 2.0890, 1.4590)
H (1.7696, 2.0122, 0.0018)
H (2.2953, 1.0262, 1.3673)
H (-3.3390, 0.1177, 1.0083)

Computed, not measured: a molecular structure, C44H53Cl5LaN14O2P, with wB97M-V/def2-TZVPD.

Summary:
* highest occupied orbital energy (spin up / spin down): -6.854 / -5.871 eV
* energy relative to the best compared isomer or geometry (same formula, charge and spin): 0.0 kJ/mol
* orbital gap (spin up / spin down): 5.17 / 4.19 eV
* E: -144198.24902 eV
* lowest unoccupied orbital energy (spin up / spin down): -1.68 / -1.68 eV

Cartesian coordinates (Å):
La (0.7071, 1.3930, 1.8476)
C (-0.8939, -2.6897, -4.3870)
C (-0.0577, -3.4736, -3.5826)
C (-0.8132, -4.5924, -3.1318)
C (-2.0814, -4.3927, -3.6217)
C (-2.1689, -3.2036, -4.3457)
C (-3.4188, -2.5650, -4.9110)
C (-4.4429, -3.6376, -5.2322)
C (-3.1369, -1.7278, -6.1744)
C (-4.0965, -1.6340, -3.8867)
C (-0.5503, -5.6938, -2.1541)
C (-0.6250, -5.0555, -0.7108)
C (-1.6468, -6.7754, -2.3030)
C (0.7799, -6.4233, -2.4082)
C (1.4306, -3.1257, -3.4734)
C (2.0004, -3.1573, -2.0370)
C (2.2913, -3.9962, -4.4470)
C (1.6620, -1.6561, -3.9162)
H (-0.6030, -1.7311, -4.8517)
H (-2.9017, -5.1190, -3.4893)
H (-4.0436, -4.2893, -6.0215)
H (-5.3798, -3.1477, -5.5886)
H (-4.7104, -4.2359, -4.3237)
H (-2.5799, -2.3621, -6.9107)
H (-2.4689, -0.8802, -5.9940)
H (-4.0727, -1.3559, -6.6683)
H (-4.2157, -2.2262, -2.9773)
H (-5.1473, -1.3678, -4.2308)
H (-3.4750, -0.7568, -3.6680)
H (-1.6634, -4.7130, -0.6214)
H (0.0395, -4.2180, -0.5590)
H (-0.3879, -5.7760, 0.0659)
H (-2.5893, -6.3496, -1.9193)
H (-1.4389, -7.6831, -1.6993)
H (-1.7638, -7.1259, -3.3560)
H (1.6924, -5.8378, -2.2625)
H (0.7992, -6.8925, -3.4178)
H (0.8153, -7.3583, -1.7837)
H (2.1354, -4.1655, -1.5512)
H (1.3436, -2.5314, -1.4242)
H (2.9914, -2.6750, -2.0668)
H (2.4152, -5.0374, -4.0903)
H (3.2928, -3.4807, -4.5416)
H (1.8235, -4.0651, -5.4340)
H (0.8659, -0.9886, -3.4100)
H (1.5608, -1.5135, -4.9884)
H (2.6963, -1.2472, -3.6942)
Cl (2.8418, -2.6144, 2.1052)
C (3.5773, -1.1233, 1.8885)
C (2.7872, -0.0843, 1.3593)
C (3.4963, 0.9468, 0.7746)
Cl (2.6028, 2.1626, -0.3244)
C (4.8760, 1.0947, 1.0075)
Cl (5.6540, 2.4599, 0.3214)
C (5.6078, 0.2056, 1.8171)
Cl (7.2923, 0.3911, 1.9999)
C (4.9488, -0.9642, 2.2303)
Cl (5.7117, -2.1143, 3.1874)
O (-5.2438, -5.0765, 2.0425)
C (-4.9798, -3.8430, 1.5782)
O (-5.8782, -3.1444, 1.1366)
C (-3.6438, -3.1615, 1.8899)
C (-3.4055, -1.9062, 1.2111)
C (-2.2807, -1.1725, 1.4949)
C (-1.2433, -1.6930, 2.3355)
C (-1.4765, -2.9280, 2.9296)
C (-2.6637, -3.6200, 2.7546)
N (-0.1516, -0.8626, 2.6959)
C (0.5150, -1.1365, 3.8170)
C (0.9553, -0.1327, 4.7516)
C (1.8989, -0.5002, 5.7803)
C (2.0576, 0.3644, 6.8278)
C (1.2949, 1.5805, 6.7866)
C (0.6993, 1.9700, 5.6135)
N (0.6116, 1.1730, 4.5577)
H (-4.4432, -5.5757, 2.2859)
H (-4.1360, -1.5841, 0.4753)
H (-2.1434, -0.1227, 1.2446)
H (-0.6833, -3.3150, 3.5939)
H (-2.8469, -4.4809, 3.4122)
H (0.8737, -2.1677, 4.0180)
H (2.3303, -1.4978, 5.6100)
H (2.6821, 0.1010, 7.7009)
H (1.2307, 2.2680, 7.6421)
H (0.2983, 3.0018, 5.4971)
N (-2.3025, 3.0622, -0.0269)
C (-1.6233, 2.0397, -0.6464)
N (-2.0018, 1.5971, -1.8374)
N (-1.2617, 0.4898, -2.0491)
N (-0.3546, 0.3716, -1.1092)
N (-0.5341, 1.3452, -0.1869)
C (-2.2662, 3.2444, 1.3712)
N (-3.1933, 3.8719, 2.1039)
N (-2.7433, 3.6649, 3.3932)
N (-1.6054, 3.0614, 3.3701)
N (-1.2719, 2.7053, 2.1144)
H (-3.1693, 3.3725, -0.4811)
C (3.3831, 8.2885, 1.0286)
N (2.0129, 8.4043, 0.3906)
C (0.9098, 9.0865, 1.2303)
N (0.8577, 8.5521, 2.5607)
C (2.2169, 8.5131, 3.2045)
N (3.2590, 7.7429, 2.3517)
C (2.9605, 6.3197, 2.4503)
P (1.2247, 6.0788, 1.6881)
C (1.4862, 7.0388, 0.0908)
C (0.1482, 7.3123, 2.6623)
H (3.6926, 9.3766, 1.1021)
H (4.0580, 7.6778, 0.4376)
H (2.1098, 8.8909, -0.4989)
H (-0.0584, 8.9574, 0.7289)
H (1.1204, 10.1827, 1.1811)
H (2.1553, 8.0112, 4.1661)
H (2.5884, 9.5228, 3.3954)
H (2.9892, 5.9630, 3.4797)
H (3.7615, 5.7309, 1.9533)
H (0.5511, 7.2403, -0.4661)
H (2.1499, 6.5548, -0.6234)
H (-0.0375, 6.9473, 3.6567)
H (-0.8049, 7.4212, 2.1166)

Computed, not measured: 2 unconnected molecules or ions with the total composition C4H14N, with wB97M-V/def2-TZVPD.

Summary:
* highest occupied orbital energy: -14.175 eV
* energy relative to the best compared isomer or geometry (same formula, charge and spin): 105.1 kJ/mol
* orbital gap: 10.23 eV
* E: -5857.76469 eV
* lowest unoccupied orbital energy: -3.95 eV
* charge: +1

Cartesian coordinates (Å):
C (2.9921, -0.2765, 1.6313)
C (2.2294, 0.9411, 1.1354)
H (2.7259, -1.1735, 1.0704)
H (4.0698, -0.2520, 1.4221)
H (3.0063, -0.3975, 2.7148)
H (2.6847, 1.3791, 0.2469)
H (1.2093, 0.7382, 0.7620)
H (2.2489, 1.6491, 2.0091)
C (-2.0753, 0.2838, -1.1408)
C (-1.9965, -0.0251, 0.3708)
N (-1.2970, -0.8010, -1.8683)
H (-3.0902, 0.2798, -1.5878)
H (-1.6642, 1.2684, -1.3547)
H (-2.8992, 0.3135, 0.8991)
H (-1.1383, 0.4535, 0.8522)
H (-1.8152, -1.6496, -2.0724)
H (-1.1536, -0.3558, -2.7835)
H (-0.3570, -0.9604, -1.5055)
H (-1.6868, -1.0513, 0.5707)

Computed, not measured: a gas-phase ion, C2H7FNS (charge +1), with wB97M-V/def2-TZVPD.

Summary:
* structure (SMILES): [NH3+]C[C@@H](F)S
* highest occupied orbital energy: -14.197 eV
* energy relative to the best compared isomer or geometry (same formula, charge and spin): 36.5 kJ/mol
* orbital gap: 10.36 eV
* E: -17222.37005 eV
* lowest unoccupied orbital energy: -3.84 eV
* charge: +1

Cartesian coordinates (Å):
N (-1.1023, 0.0713, -0.8315)
C (0.0638, -0.6220, -0.6008)
C (0.8853, 0.1504, 0.4349)
F (1.0295, 1.3491, -0.1730)
S (-0.0746, 0.6209, 2.0537)
H (-0.6573, 0.9282, -1.2506)
H (-1.5526, 0.3040, 0.1071)
H (-1.7572, -0.2186, -1.5809)
H (0.5855, -0.6955, -1.4879)
H (-0.0858, -1.7023, -0.2248)
H (1.8805, -0.2811, 0.6091)
H (0.7852, 0.0957, 2.9447)

Computed, not measured: C3H2Cl2O in the gas phase, with wB97M-V/def2-TZVPD.

Summary:
* structure (SMILES): C=C(Cl)C(=O)Cl
* highest occupied orbital energy (spin up / spin down): -10.322 / -10.322 eV
* energy relative to the best compared isomer or geometry (same formula, charge and spin): 159.9 kJ/mol
* orbital gap (spin up / spin down): 9.02 / 9.02 eV
* E: -30233.63754 eV
* lowest unoccupied orbital energy (spin up / spin down): -1.30 / -1.30 eV

Cartesian coordinates (Å):
C (-0.0657, -0.2101, -0.0955)
C (0.2162, -1.2423, -0.8936)
Cl (0.0000, -2.8733, -0.3630)
C (0.7228, -1.0881, -2.2366)
O (0.9510, 0.1979, -2.8135)
Cl (1.0836, -2.4170, -3.1798)
H (-0.4358, -0.3614, 0.9019)
H (0.0683, 0.7971, -0.4497)

Computed, not measured: C4H8ClN in the gas phase, with wB97M-V/def2-TZVPD.

Summary:
* structure (SMILES): CN[C@H]1C[C@H]1Cl
* highest occupied orbital energy: -8.928 eV
* energy relative to the best compared isomer or geometry (same formula, charge and spin): 81.7 kJ/mol
* orbital gap: 9.94 eV
* E: -18288.92483 eV
* lowest unoccupied orbital energy: 1.02 eV

Cartesian coordinates (Å):
C (-0.0673, 1.8922, 0.3738)
N (-0.6005, 0.8794, -0.5642)
C (0.2197, -0.3255, -0.7175)
C (0.7189, -1.0749, 0.4649)
C (-0.2945, -1.6487, -0.4793)
Cl (-1.9257, -1.9657, 0.1308)
H (-0.5529, 2.8524, 0.2449)
H (-0.1337, 1.5882, 1.4274)
H (1.0278, 2.0053, 0.1915)
H (-1.5095, 0.6465, -0.2378)
H (0.8906, -0.2691, -1.6197)
H (1.7164, -1.4816, 0.4772)
H (0.4438, -0.6464, 1.4067)
H (0.0667, -2.4522, -1.0988)